1.
Computed, not measured: a structure of composition C48H52AsClN9O2PSSr in a non-equilibrium geometry, with the ωB97M-V functional and the def2-TZVPD basis.

* net charge: 0
* E_HOMO: -6.584 eV
* max |F|: 1.8 eV Å⁻¹
* relative energy (zero: lowest compared OMol25 entry of this formula, charge and spin): 24.9 kcal/mol
* lowest unoccupied orbital energy: 0.285 eV
* frontier orbital gap: 6.87 eV

XYZ file:
```
116
Properties=species:S:1:pos:R:3:lowdin_charge:R:1
Sr -1.36 2.38 0.63 1.393
C 3.08 3.58 2.07 -0.035
C 1.74 2.92 2.01 -0.301
N 1.24 2.41 0.94 -0.066
N 1.97 2.38 -0.20 -0.064
C 2.34 3.43 -0.90 -0.972
N 3.18 3.10 -1.95 0.039
S 1.79 5.06 -0.78 0.505
C 0.97 2.67 3.27 -0.233
C 1.59 2.69 4.51 -0.024
C 0.85 2.44 5.66 -0.060
C -0.51 2.19 5.54 -0.055
C -1.05 2.18 4.26 -0.139
N -0.34 2.40 3.16 0.050
H 3.13 4.37 1.32 0.020
H 3.86 2.84 1.83 0.097
H 3.28 4.02 3.04 0.067
H 3.75 2.28 -1.83 0.073
H 3.60 3.89 -2.40 0.053
H 2.66 2.87 4.59 0.108
H 1.32 2.45 6.63 0.110
H -1.14 2.02 6.40 0.105
H -2.12 2.01 4.11 0.106
N -3.31 0.88 -0.56 -0.036
C -3.98 -0.14 0.26 -0.243
C -3.59 0.04 1.72 -0.247
N -2.11 0.01 1.83 -0.026
H -3.80 1.78 -0.45 0.032
H -3.38 0.65 -1.54 0.079
H -3.64 -1.12 -0.07 0.084
H -5.07 -0.11 0.18 0.116
H -4.07 -0.74 2.32 0.114
H -3.94 1.00 2.08 0.089
H -1.77 -0.89 1.50 0.048
H -1.83 0.10 2.80 0.055
N -2.24 4.71 -2.09 0.139
C -1.53 3.67 -2.69 -0.293
C -1.55 3.61 -4.09 -0.013
C -0.77 2.68 -4.73 -0.065
C 0.01 1.82 -3.96 -0.064
C -0.09 1.90 -2.59 -0.158
N -0.86 2.79 -1.95 0.050
C -2.05 5.35 -0.88 -0.324
C -2.65 6.61 -0.73 -0.008
C -2.43 7.32 0.43 -0.061
C -1.61 6.77 1.42 -0.057
C -1.09 5.52 1.19 -0.164
N -1.31 4.81 0.08 -0.030
H -2.81 5.23 -2.73 0.132
H -2.15 4.32 -4.65 0.111
H -0.74 2.65 -5.81 0.108
H 0.68 1.09 -4.42 0.104
H 0.49 1.24 -1.96 0.025
H -3.27 7.02 -1.52 0.114
H -2.88 8.29 0.56 0.109
H -1.39 7.30 2.33 0.105
H -0.45 5.05 1.93 0.105
C 2.42 -1.99 -1.58 -0.413
C 2.65 -3.37 -0.98 -0.455
As 3.18 -4.68 -2.35 1.292
C 2.87 -6.30 -1.30 -0.427
C 2.82 -6.32 0.09 -0.113
C 2.58 -7.51 0.78 -0.089
C 2.39 -8.69 0.08 -0.096
C 2.45 -8.69 -1.31 -0.088
C 2.69 -7.50 -1.99 -0.131
C 1.47 -4.67 -3.29 -0.419
C 0.28 -5.09 -2.69 -0.104
C -0.92 -5.06 -3.39 -0.096
C -0.94 -4.59 -4.70 -0.090
C 0.23 -4.16 -5.31 -0.091
C 1.43 -4.20 -4.60 -0.134
P 1.49 -0.73 -0.54 1.104
C 0.02 -1.82 -0.30 -0.376
C -0.20 -2.73 0.75 -0.118
C -1.31 -3.58 0.73 -0.080
C -2.20 -3.55 -0.33 -0.102
C -1.99 -2.66 -1.37 -0.115
C -0.90 -1.79 -1.35 -0.106
C 2.36 -0.83 1.06 -0.375
C 1.67 -0.54 2.24 -0.119
C 2.32 -0.49 3.46 -0.083
C 3.69 -0.70 3.53 -0.086
C 4.40 -0.94 2.36 -0.081
C 3.74 -1.00 1.13 -0.100
H 1.81 -2.07 -2.49 0.055
H 3.37 -1.54 -1.87 0.068
H 1.73 -3.75 -0.52 0.044
H 3.42 -3.35 -0.21 0.053
H 2.97 -5.41 0.66 0.089
H 2.54 -7.51 1.86 0.100
H 2.19 -9.61 0.61 0.100
H 2.31 -9.61 -1.86 0.101
H 2.74 -7.51 -3.07 0.099
H 0.28 -5.45 -1.66 0.105
H -1.83 -5.39 -2.92 0.102
H -1.87 -4.57 -5.26 0.101
H 0.22 -3.79 -6.33 0.100
H 2.35 -3.87 -5.07 0.089
H 0.50 -2.78 1.57 0.104
H -1.46 -4.27 1.55 0.106
H -3.05 -4.23 -0.35 0.107
H -2.68 -2.63 -2.21 0.111
H -0.76 -1.09 -2.16 0.098
H 0.61 -0.32 2.19 0.085
H 1.76 -0.27 4.37 0.101
H 4.21 -0.67 4.48 0.101
H 5.48 -1.09 2.39 0.103
H 4.32 -1.17 0.23 0.099
Cl -6.42 3.33 2.25 0.555
C -5.03 4.46 2.02 -0.466
C -3.93 3.71 1.28 -0.760
O -4.02 3.60 0.05 -0.057
O -3.00 3.22 2.00 -0.254
H -4.71 4.76 3.01 0.072
H -5.39 5.30 1.44 0.074
```



2.
Computed, not measured: a cluster of 5 separate species, C48H52BN3O15PS in total in a non-equilibrium geometry, with the ωB97M-V functional and the def2-TZVPD basis.

* net charge: +1
* E_HOMO: -9.854 eV
* max |F|: 8.7 eV Å⁻¹
* lowest unoccupied orbital energy: -4.658 eV
* frontier orbital gap: 5.20 eV

XYZ file:
```
121
Properties=species:S:1:pos:R:3:lowdin_charge:R:1
C 0.92 0.72 4.31 -0.020
B -0.15 1.50 3.32 -0.462
O -0.90 2.70 3.83 -0.004
N -0.40 1.06 1.86 0.081
C -1.69 0.32 1.56 -0.348
S -2.84 0.05 3.06 0.784
C -2.08 -0.20 0.02 -0.084
P -3.70 -1.19 -0.30 0.728
N -4.85 -0.03 -0.55 -0.170
O -4.17 -2.21 1.08 -0.259
O -3.58 -2.32 -1.64 -0.225
C -0.98 0.19 -1.18 0.050
C -1.36 -0.27 -2.74 -0.155
O -2.70 0.15 -3.16 -0.164
C -2.72 1.39 -3.92 -0.084
C -1.56 2.54 -4.02 0.035
C -1.64 3.94 -4.90 -0.173
C -0.34 4.94 -4.91 -0.115
C -3.02 4.25 -5.73 -0.024
C -4.26 3.14 -5.62 0.004
C -4.13 1.71 -4.76 -0.036
C -5.39 0.66 -4.73 -0.352
C -4.95 -0.81 -5.38 -0.101
C -6.71 1.15 -5.59 -0.133
C 0.44 1.00 -0.81 0.060
C 1.59 1.36 -1.96 -0.118
C 1.84 2.97 -2.17 -0.153
O 2.20 3.27 -3.59 -0.130
C 3.41 2.54 -3.99 -0.273
C 4.94 2.88 -3.48 -0.006
O 3.24 1.47 -4.80 -0.034
C 0.67 1.40 0.80 -0.002
N 1.87 2.14 1.34 -0.082
C 3.19 1.51 1.03 -0.075
C 1.82 3.63 1.15 -0.264
C 0.42 4.52 0.91 -0.004
O 2.97 4.35 1.13 -0.050
H 2.00 1.13 4.07 0.098
H 0.60 0.96 5.41 0.084
H 0.82 -0.43 4.08 0.092
H -0.25 3.50 3.83 0.122
H -2.42 -1.19 3.65 -0.050
H -5.23 -0.22 -1.51 -0.025
H -3.39 -2.84 1.17 0.044
H -3.27 -3.19 -1.20 0.091
H -0.54 0.00 -3.52 0.131
H -1.37 -1.47 -2.69 0.151
H -0.56 2.35 -3.44 0.054
H -0.65 6.00 -5.34 0.089
H 0.60 4.50 -5.49 0.093
H 0.01 5.10 -3.80 0.067
H -3.10 5.26 -6.33 0.094
H -5.25 3.45 -6.22 0.091
H -5.69 0.50 -3.60 0.119
H -4.78 -1.57 -4.48 0.076
H -3.95 -0.77 -5.98 0.088
H -5.83 -1.22 -6.06 0.083
H -7.13 2.20 -5.20 0.092
H -6.31 1.38 -6.69 0.094
H -7.55 0.34 -5.64 0.087
H 2.65 0.91 -1.63 0.123
H 1.37 0.91 -3.01 0.113
H 2.73 3.41 -1.53 0.130
H 0.82 3.56 -1.95 0.129
H 5.02 4.01 -3.20 0.103
H 5.69 2.59 -4.34 0.111
H 5.16 2.17 -2.56 0.103
H 3.98 1.73 1.88 0.107
H 3.14 0.33 0.86 0.136
H 3.62 2.02 0.05 0.092
H -0.22 4.10 0.01 0.088
H -0.27 4.51 1.85 0.079
H 0.73 5.67 0.75 0.122
C -1.15 -0.88 8.47 0.022
C -1.23 -0.58 9.77 0.030
C -0.04 -0.17 10.54 -0.376
O -0.11 0.10 11.73 0.117
C 1.24 -0.11 9.81 0.030
C 1.33 -0.41 8.51 0.022
C 0.13 -0.81 7.74 -0.381
O 0.21 -1.08 6.55 0.056
H -2.02 -1.18 7.89 0.120
H -2.17 -0.63 10.31 0.127
H 2.11 0.19 10.39 0.126
H 2.26 -0.36 7.97 0.122
C 7.98 0.35 4.99 0.032
C 6.67 0.29 4.76 0.023
C 6.13 0.22 3.39 -0.377
O 4.93 0.17 3.17 0.052
C 7.11 0.21 2.28 0.021
C 8.43 0.27 2.51 0.032
C 8.96 0.35 3.89 -0.375
O 10.16 0.40 4.10 0.119
H 8.39 0.40 6.00 0.128
H 5.94 0.29 5.56 0.121
H 6.70 0.16 1.28 0.119
H 9.15 0.27 1.71 0.127
C -5.38 -5.16 2.69 0.025
C -6.19 -5.91 3.44 0.035
C -6.22 -7.38 3.28 -0.374
O -6.97 -8.08 3.96 0.121
C -5.33 -7.98 2.27 0.034
C -4.52 -7.22 1.52 0.025
C -4.48 -5.75 1.68 -0.368
O -3.74 -5.06 1.00 0.062
H -5.34 -4.08 2.80 0.113
H -6.85 -5.49 4.19 0.128
H -5.37 -9.06 2.16 0.128
H -3.86 -7.64 0.77 0.124
C 2.80 -4.11 -5.78 0.027
C 2.78 -4.16 -4.44 0.018
C 3.02 -2.95 -3.63 -0.392
O 3.00 -3.00 -2.40 0.078
C 3.29 -1.69 -4.34 0.008
C 3.31 -1.64 -5.68 0.030
C 3.07 -2.85 -6.50 -0.375
O 3.09 -2.80 -7.72 0.115
H 2.63 -4.98 -6.39 0.126
H 2.58 -5.08 -3.90 0.122
H 3.47 -0.81 -3.73 0.093
H 3.51 -0.72 -6.22 0.116
```



3.
Computed, not measured: a structure of composition C48H52CrN5O2P2SSe4, with the ωB97M-V functional and the def2-TZVPD basis.

* net charge: +1
* <S²>: 6.014
* E_HOMO (spin up / spin down): -9.890 / -9.899 eV
* max |F|: 0.1 eV Å⁻¹
* relative energy (zero: lowest compared OMol25 entry of this formula, charge and spin): 0.0 kcal/mol
* 2S+1: 5
* lowest unoccupied orbital energy (spin up / spin down): -1.831 / -1.895 eV
* frontier orbital gap (spin up / spin down): 8.06 / 8.00 eV

XYZ file:
```
115
Properties=species:S:1:pos:R:3:lowdin_spin:R:1
Cr 0.17 -0.69 -1.54 3.798
C 3.18 1.34 1.11 0.005
Se 2.73 0.80 -0.71 0.030
C 4.23 -0.42 -1.03 0.002
C 5.23 0.07 -2.06 0.001
Se 4.70 -0.11 -3.94 0.000
C 3.48 1.39 -4.12 0.000
H 3.40 0.46 1.71 0.000
H 2.30 1.85 1.52 0.000
H 4.02 2.02 1.09 0.001
H 3.80 -1.37 -1.31 0.000
H 4.72 -0.54 -0.06 0.000
H 6.14 -0.52 -2.00 0.000
H 5.50 1.12 -1.90 0.000
H 3.93 2.28 -3.68 0.000
H 2.52 1.19 -3.65 0.000
H 3.35 1.55 -5.19 0.000
Se 0.14 2.12 4.09 0.000
P -1.62 1.01 3.73 0.000
C -3.14 1.97 3.91 0.000
C -3.13 3.05 4.79 0.000
C -4.29 3.77 5.02 0.000
C -5.47 3.41 4.38 0.000
C -5.49 2.34 3.50 0.000
C -4.33 1.62 3.26 0.000
C -1.84 -0.39 4.87 0.000
C -3.10 -0.93 5.09 0.000
C -3.28 -1.93 6.03 0.000
C -2.19 -2.41 6.75 0.000
C -0.93 -1.87 6.54 0.000
C -0.75 -0.85 5.61 0.000
C -1.65 0.40 2.02 0.004
C -1.02 -0.60 1.29 0.009
N -1.13 -0.24 -0.01 0.003
N -1.81 0.90 -0.07 0.012
N -2.11 1.30 1.13 0.005
P -0.36 -2.25 1.55 0.003
Se 0.57 -2.89 -0.30 0.009
C 0.84 -2.24 2.88 0.000
C 1.51 -1.06 3.17 0.000
C 2.49 -1.04 4.14 0.000
C 2.82 -2.21 4.82 0.000
C 2.16 -3.40 4.52 0.000
C 1.17 -3.42 3.55 0.000
C -1.71 -3.35 1.99 0.001
C -2.45 -3.94 0.97 0.000
C -3.53 -4.76 1.28 0.000
C -3.85 -5.00 2.61 0.000
C -3.11 -4.42 3.62 0.000
C -2.04 -3.58 3.32 0.000
H -2.20 3.33 5.27 0.000
H -4.27 4.61 5.71 0.000
H -6.38 3.98 4.56 0.000
H -6.40 2.07 2.99 0.000
H -4.34 0.80 2.56 0.000
H -3.96 -0.56 4.54 0.000
H -4.27 -2.33 6.21 0.000
H -2.33 -3.18 7.50 0.000
H -0.08 -2.23 7.11 0.000
H 0.22 -0.40 5.48 0.000
H 1.24 -0.14 2.66 0.000
H 2.99 -0.11 4.39 0.000
H 3.58 -2.20 5.58 0.000
H 2.42 -4.31 5.04 0.000
H 0.66 -4.34 3.31 0.000
H -2.18 -3.77 -0.07 0.000
H -4.10 -5.22 0.48 0.000
H -4.68 -5.66 2.85 0.000
H -3.36 -4.61 4.66 0.000
H -1.48 -3.13 4.12 0.000
C 3.05 -3.41 -3.05 0.000
N 2.41 -2.90 -4.25 0.003
C 2.95 -3.42 -5.50 0.000
C 1.96 -3.19 -6.62 0.000
C 1.60 -1.72 -6.66 0.001
N 1.17 -1.26 -5.35 0.004
C 0.40 -0.03 -5.34 0.001
C 1.65 -1.79 -4.19 0.008
O 1.36 -1.27 -3.08 0.045
H 2.98 -4.50 -3.04 0.000
H 2.57 -3.02 -2.16 0.000
H 4.11 -3.13 -3.04 0.000
H 3.14 -4.48 -5.36 0.000
H 3.91 -2.93 -5.71 0.000
H 1.07 -3.79 -6.45 0.000
H 2.40 -3.49 -7.57 0.000
H 0.78 -1.54 -7.35 0.000
H 2.46 -1.12 -7.00 0.000
H -0.42 -0.12 -6.06 0.000
H 1.02 0.83 -5.63 0.000
H 0.00 0.16 -4.36 0.002
O -0.09 1.16 -2.36 0.036
S -1.21 2.19 -2.50 0.010
C -0.97 3.37 -1.19 0.002
C -2.06 4.14 -0.82 0.000
C -1.94 4.99 0.26 0.000
C -0.75 5.05 0.97 0.000
C 0.33 4.27 0.59 0.000
C 0.23 3.42 -0.50 0.000
C -0.65 3.13 -3.91 0.000
C 0.67 3.58 -3.98 0.000
C 1.08 4.25 -5.12 0.000
C 0.18 4.47 -6.16 0.000
C -1.12 4.02 -6.08 0.000
C -1.54 3.34 -4.94 0.000
H -3.01 4.04 -1.35 0.000
H -2.79 5.59 0.57 0.000
H -0.67 5.70 1.83 0.000
H 1.25 4.31 1.16 0.000
H 1.05 2.79 -0.80 0.000
H 1.35 3.40 -3.16 0.000
H 2.10 4.62 -5.19 0.000
H 0.51 5.00 -7.05 0.000
H -1.81 4.19 -6.89 0.000
H -2.56 2.97 -4.86 0.000
```



4.
Computed, not measured: a structure of composition C48H52F10N4OP2SZr in a non-equilibrium geometry, with the ωB97M-V functional and the def2-TZVPD basis.

* net charge: 0
* E_HOMO: -7.530 eV
* max |F|: 1.9 eV Å⁻¹
* relative energy (zero: lowest compared OMol25 entry of this formula, charge and spin): 42.5 kcal/mol
* lowest unoccupied orbital energy: 0.245 eV
* frontier orbital gap: 7.78 eV

XYZ file:
```
119
Properties=species:S:1:pos:R:3:lowdin_charge:R:1
Zr 0.31 -0.34 -0.42 1.499
F 4.17 4.82 -3.41 0.121
C 3.13 4.02 -3.19 -0.141
C 3.21 3.01 -2.25 -0.142
F 4.32 2.84 -1.54 0.128
C 2.10 2.21 -2.05 -0.216
F 2.18 1.24 -1.10 -0.019
C 0.91 2.35 -2.72 -0.487
S -0.46 1.32 -2.36 0.676
C 0.87 3.37 -3.66 -0.240
F -0.26 3.60 -4.36 0.085
C 1.95 4.20 -3.89 -0.145
F 1.86 5.18 -4.80 0.119
C -5.60 2.00 1.93 -0.079
C -4.90 3.19 1.82 -0.075
C -3.56 3.19 1.46 -0.091
C -2.92 1.98 1.20 -0.350
C -3.63 0.79 1.30 -0.109
C -4.97 0.79 1.67 -0.073
P -1.15 1.79 0.88 1.064
C -0.58 3.42 0.23 -0.359
C 0.63 3.98 0.62 -0.071
C 1.09 5.16 0.03 -0.075
C 0.33 5.79 -0.94 -0.084
C -0.89 5.24 -1.33 -0.079
C -1.33 4.06 -0.75 -0.141
C -0.40 1.82 2.54 -0.324
C -0.97 2.38 3.64 -0.069
C -0.25 2.45 4.86 -0.075
C 1.03 1.97 4.92 -0.038
C 1.63 1.35 3.80 -0.180
C 2.95 0.83 3.86 -0.048
C 3.47 0.19 2.78 -0.075
C 2.70 0.01 1.60 -0.127
C 1.43 0.52 1.46 -0.227
C 0.90 1.23 2.59 -0.242
H -6.65 2.01 2.22 0.103
H -5.40 4.13 2.02 0.105
H -3.02 4.13 1.38 0.109
H -3.11 -0.13 1.09 0.058
H -5.51 -0.14 1.74 0.097
H 1.24 3.50 1.37 0.106
H 2.03 5.58 0.34 0.107
H 0.68 6.71 -1.40 0.106
H -1.48 5.72 -2.09 0.109
H -2.27 3.63 -1.09 0.104
H -1.97 2.80 3.60 0.101
H -0.70 2.91 5.73 0.102
H 1.61 2.06 5.84 0.111
H 3.52 0.94 4.78 0.108
H 4.48 -0.21 2.82 0.103
H 3.17 -0.53 0.79 0.064
N -1.53 -1.04 -0.81 -0.374
P -1.94 -2.11 -1.89 0.565
N -0.92 -3.43 -1.90 -0.176
C -0.83 -4.38 -3.04 -0.204
C -1.19 -5.81 -2.64 -0.175
C -0.28 -6.35 -1.53 -0.179
C 0.15 -5.22 -0.59 -0.174
C -0.88 -4.11 -0.58 -0.219
N -2.05 -1.74 -3.50 -0.197
C -0.85 -1.63 -4.35 -0.223
C -1.23 -1.93 -5.80 -0.176
C -2.32 -0.97 -6.27 -0.198
C -3.51 -1.01 -5.33 -0.185
C -3.06 -0.74 -3.90 -0.202
N -3.48 -2.65 -1.55 -0.199
C -4.16 -2.34 -0.28 -0.213
C -5.61 -2.82 -0.31 -0.184
C -6.24 -2.48 -1.65 -0.187
C -5.54 -3.26 -2.78 -0.165
C -4.13 -3.68 -2.36 -0.205
H 0.19 -4.37 -3.44 0.108
H -1.49 -4.05 -3.84 0.083
H -1.11 -6.44 -3.53 0.115
H -2.24 -5.85 -2.33 0.092
H 0.60 -6.83 -1.97 0.108
H -0.81 -7.12 -0.97 0.106
H 1.11 -4.80 -0.90 0.092
H 0.29 -5.60 0.43 0.111
H -0.64 -3.37 0.18 0.070
H -1.87 -4.52 -0.32 0.118
H -0.08 -2.32 -4.00 0.086
H -0.44 -0.62 -4.28 0.075
H -1.60 -2.97 -5.87 0.109
H -0.34 -1.86 -6.43 0.115
H -2.62 -1.21 -7.29 0.108
H -1.91 0.04 -6.29 0.117
H -3.98 -2.00 -5.37 0.104
H -4.26 -0.27 -5.62 0.114
H -3.90 -0.77 -3.21 0.103
H -2.62 0.27 -3.84 0.083
H -4.15 -1.26 -0.15 0.069
H -3.62 -2.77 0.58 0.112
H -6.14 -2.34 0.51 0.103
H -5.66 -3.90 -0.14 0.112
H -6.13 -1.40 -1.82 0.110
H -7.31 -2.69 -1.65 0.106
H -5.50 -2.66 -3.68 0.090
H -6.11 -4.16 -3.02 0.111
H -3.52 -3.85 -3.25 0.098
H -4.16 -4.63 -1.81 0.110
C -1.08 -1.40 3.71 0.028
C -0.20 -1.88 2.60 -0.426
C 0.83 -2.93 2.87 0.020
O -0.29 -1.37 1.49 -0.152
H -1.28 -2.19 4.43 0.091
H -2.01 -0.99 3.31 0.087
H -0.55 -0.59 4.22 0.093
H 0.37 -3.81 3.33 0.095
H 1.54 -2.51 3.59 0.105
H 1.36 -3.20 1.96 0.078
F 1.45 -1.14 -2.24 -0.179
C 2.51 -1.58 -1.32 -0.116
F 1.59 -2.24 -0.33 -0.180
C 3.14 -2.75 -2.04 -0.637
F 3.95 -2.29 -2.99 0.154
F 2.28 -3.60 -2.64 0.118
F 3.86 -3.47 -1.16 0.148
```